(1)
Here is C14H13F3IrN5S3 as an isolated structure at a distorted geometry from OMol25. Energies are from ωB97M-V with the def2-TZVPD basis set.

Summary:
* E_HOMO (alpha / beta): -10.88 / -10.77 eV
* frontier orbital gap (alpha / beta): 0.227 / 0.222 hartree
* spin multiplicity: 2
* total charge: +1
* energy relative to the best compared isomer or geometry (same formula, charge and spin): 1.8 kcal per mole
* lowest unoccupied orbital energy (alpha / beta): -0.1732 / -0.1735 Ha
* strongest force on any atom: 3.9 eV Å⁻¹

Positions of all 39 atoms, in Å:
Ir 0.00946 -0.91130 0.74005
C 4.00606 -0.61440 -0.84615
C 2.54196 -0.76330 -0.58575
N 2.00176 -0.97380 0.64195
N 2.72886 -0.82480 1.77925
C 2.13726 -0.73070 2.97135
N 2.87386 -0.62260 4.08705
S 0.42386 -0.75210 3.09915
C 1.61316 -0.72910 -1.64355
C 1.97896 -0.64670 -3.00935
C 1.01506 -0.59930 -3.97755
C -0.33694 -0.65470 -3.60615
C -0.64684 -0.75750 -2.26725
N 0.27676 -0.77790 -1.31085
H 4.60726 -0.60800 0.05835
H 4.20626 0.31420 -1.38045
H 4.35116 -1.43590 -1.47425
H 3.74286 -0.75530 1.69835
H 3.87686 -0.56430 4.06875
H 2.40386 -0.55850 4.97405
H 3.02466 -0.62850 -3.26525
H 1.28756 -0.52650 -5.01795
H -1.12154 -0.62840 -4.34495
H -1.68014 -0.83490 -1.94685
F -2.33094 3.88540 -0.38865
C -2.99324 3.45190 0.69445
F -2.35564 3.92990 1.77005
F -4.19394 4.03220 0.66785
C -3.09194 1.94330 0.71675
C -4.31304 1.30020 0.70635
C -4.33954 -0.09180 0.71875
C -3.14504 -0.78570 0.74445
N -1.96274 -0.17620 0.74455
C -1.91014 1.17650 0.72535
S -0.34744 1.86990 0.70225
H -5.22994 1.87060 0.69185
H -5.27464 -0.62360 0.71135
H -3.11724 -1.86740 0.76785
S -0.71674 -3.33080 0.58475



(2)
Here is a 2-piece molecular cluster, C3H8NO2 overall at a distorted geometry from OMol25. Energies are from ωB97M-V with the def2-TZVPD basis set.

Summary:
* E_HOMO: -14.74 eV
* frontier orbital gap: 0.388 hartree
* total charge: +1
* energy relative to the best compared isomer or geometry (same formula, charge and spin): 113.3 kcal per mole
* lowest unoccupied orbital energy: -0.1541 Ha
* strongest force on any atom: 4.5 eV Å⁻¹

Positions of all 14 atoms, in Å:
C -1.84260 0.86774 0.30717
C 2.79264 -0.35142 0.31828
C -0.07987 0.03786 -1.06531
N -1.01358 -0.17700 -0.18192
O -1.29633 -1.48627 0.13149
O 1.67397 0.06360 0.17624
H -1.17750 1.62540 0.77223
H -2.22398 0.53371 1.18045
H -2.64029 1.31898 -0.30689
H -1.43598 -1.52885 1.03136
H 3.52312 -0.25377 1.06275
H 3.19883 -0.93445 -0.56885
H 0.40683 -0.79374 -1.48894
H 0.11475 1.07822 -1.36805



(3)
Here is one molecule with the formula C5H8N2 at a distorted geometry from OMol25. Energies are from ωB97M-V with the def2-TZVPD basis set.

Summary:
* E_HOMO: -8.41 eV
* structure (SMILES): CCn1ccnc1
* frontier orbital gap: 0.344 hartree
* total charge: 0
* energy relative to the best compared isomer or geometry (same formula, charge and spin): 78.8 kcal per mole
* lowest unoccupied orbital energy: 0.0346 Ha
* strongest force on any atom: 2.9 eV Å⁻¹

Positions of all 15 atoms, in Å:
C -1.50619 0.26807 0.60995
C -1.08515 -0.47301 -0.97480
N 0.23778 -0.17108 -0.52837
C 1.08012 -0.91399 0.22078
C 2.05898 -0.03483 0.59783
N 1.79539 1.23101 0.13748
C 0.66372 1.11746 -0.50975
H -1.98389 1.21341 0.42842
H -2.10087 -0.53416 0.99681
H -0.71213 0.46603 1.41205
H -1.00158 -0.34875 -2.11139
H -1.37127 -1.52734 -0.88675
H 0.88801 -1.96065 0.41285
H 2.95736 -0.25847 1.14456
H 0.07971 1.92629 -0.94968



(4)
Here is C7H8N4OPtSe5 as an isolated structure from OMol25. Energies are from ωB97M-V with the def2-TZVPD basis set.

Summary:
* E_HOMO (alpha / beta): -14.95 / -14.96 eV
* frontier orbital gap (alpha / beta): 0.186 / 0.187 hartree
* total charge: +2
* energy relative to the best compared isomer or geometry (same formula, charge and spin): 8.8 kcal per mole
* lowest unoccupied orbital energy (alpha / beta): -0.3630 / -0.3624 Ha
* strongest force on any atom: 0.8 eV Å⁻¹

Positions of all 26 atoms, in Å:
Pt -0.74517 -0.42071 1.53257
Se -1.73023 -2.18332 2.87935
Se -0.11994 -3.69035 3.17442
Se 1.81401 -3.01659 2.15990
Se 1.73869 -0.90542 1.61154
Se -2.25481 -2.75891 -0.38551
N -1.12779 -1.33084 -0.15426
C -0.57079 -1.01316 -1.32479
C 0.34206 0.03886 -1.59940
C 0.77426 0.18703 -2.87961
C 0.34352 -0.66379 -3.95048
C -0.53871 -1.66334 -3.73384
C -1.02736 -1.86796 -2.40352
N -1.88987 -2.80992 -2.09216
H 0.66705 0.71152 -0.81873
H 1.46828 0.98456 -3.11088
H 0.73191 -0.48334 -4.94300
H -0.89493 -2.31467 -4.51961
N 0.12298 3.62075 1.67882
C 0.12619 2.52938 2.44496
N 0.99056 2.42751 3.46152
O -0.68131 1.58557 2.19029
H 0.64750 4.44507 1.92150
H -0.60239 3.71074 0.98682
H 1.55436 3.20713 3.75959
H 0.86192 1.67421 4.11451



Copy entry 2 word for word.
Here is a 2-piece molecular cluster, C3H8NO2 overall at a distorted geometry from OMol25. Energies are from ωB97M-V with the def2-TZVPD basis set.

Summary:
* E_HOMO: -14.74 eV
* frontier orbital gap: 0.388 hartree
* total charge: +1
* energy relative to the best compared isomer or geometry (same formula, charge and spin): 113.3 kcal per mole
* lowest unoccupied orbital energy: -0.1541 Ha
* strongest force on any atom: 4.5 eV Å⁻¹

Positions of all 14 atoms, in Å:
C -1.84260 0.86774 0.30717
C 2.79264 -0.35142 0.31828
C -0.07987 0.03786 -1.06531
N -1.01358 -0.17700 -0.18192
O -1.29633 -1.48627 0.13149
O 1.67397 0.06360 0.17624
H -1.17750 1.62540 0.77223
H -2.22398 0.53371 1.18045
H -2.64029 1.31898 -0.30689
H -1.43598 -1.52885 1.03136
H 3.52312 -0.25377 1.06275
H 3.19883 -0.93445 -0.56885
H 0.40683 -0.79374 -1.48894
H 0.11475 1.07822 -1.36805